The following is a DFT calculation (the ωB97M-V functional and the def2-TZVPD basis) of 11 unconnected molecules or ions with the total composition C36H82Br3O10.

Calculated values
Net charge: -1
Spin multiplicity: 1
Frontier orbital gap, eV: 4.404
LUMO level, eV: 1.4
HOMO level, hartree: -0.110

```
131
Properties=species:S:1:pos:R:3:mulliken_charge:R:1
C -3.229 -7.006 0.964 -1.136
C -4.296 -6.463 1.903 -0.778
C -5.550 -5.762 1.322 -0.248
Br -5.976 -6.614 -0.578 -0.403
C -5.507 -4.313 1.358 0.466
C -4.470 -3.763 0.365 -1.059
C -3.542 -2.652 0.894 -0.367
C -2.279 -2.516 0.001 -0.559
C -0.985 -2.737 0.736 0.567
C -0.680 -1.954 1.857 -0.157
C 0.523 -2.116 2.526 -0.855
C 1.448 -3.066 2.089 -0.729
C 1.148 -3.865 0.990 -0.484
C -0.062 -3.697 0.326 -0.552
C -6.861 -3.740 1.074 -0.445
Br -6.843 -1.741 1.339 -0.259
C -8.070 -4.233 1.885 -0.407
C -8.801 -5.433 1.269 -1.265
Br -7.660 -4.553 3.763 -0.117
H -2.450 -7.470 1.572 0.416
H -3.611 -7.779 0.313 0.319
H -2.732 -6.235 0.388 0.229
H -3.869 -5.773 2.617 0.333
H -4.660 -7.318 2.473 0.387
H -6.397 -6.109 1.894 0.147
H -4.975 -3.362 -0.521 0.235
H -3.827 -4.556 0.000 0.279
H -3.254 -2.866 1.915 0.467
H -4.060 -1.704 0.848 0.157
H -2.318 -3.222 -0.826 0.510
H -2.230 -1.519 -0.431 -0.264
H -1.395 -1.220 2.189 0.492
H 0.728 -1.496 3.385 0.369
H 2.386 -3.165 2.615 0.944
H 1.883 -4.589 0.682 0.233
H -0.282 -4.328 -0.522 0.391
H -7.135 -3.834 0.022 0.554
H -8.781 -3.422 1.901 0.616
H -9.874 -5.286 1.329 0.397
H -8.520 -6.356 1.756 0.330
H -8.549 -5.498 0.218 0.305
C -1.483 0.830 -2.883 -0.942
C -2.325 1.540 -1.838 -0.227
O -1.761 1.399 -0.538 -0.497
H -1.388 -0.228 -2.637 0.280
H -1.924 0.922 -3.878 0.290
H -0.475 1.252 -2.911 0.276
H -3.324 1.109 -1.792 0.348
H -2.418 2.605 -2.077 0.214
H -0.880 1.782 -0.556 0.278
C -1.340 5.302 -5.725 -1.123
C -1.612 4.222 -4.696 -0.174
O -0.915 4.494 -3.476 -0.532
H -0.270 5.373 -5.920 0.262
H -1.858 5.096 -6.663 0.371
H -1.671 6.277 -5.357 0.325
H -1.262 3.255 -5.051 0.211
H -2.683 4.142 -4.487 0.353
H -1.229 5.342 -3.150 0.264
C 6.143 -1.624 2.089 -0.957
C 5.146 -0.503 2.325 -0.030
O 3.959 -0.669 1.549 -0.464
H 6.413 -1.680 1.036 0.227
H 7.047 -1.466 2.680 0.389
H 5.710 -2.589 2.363 0.248
H 5.577 0.455 2.035 0.096
H 4.878 -0.450 3.386 0.248
H 3.555 -1.509 1.798 0.165
C -11.942 -3.333 5.868 -0.964
C -11.284 -4.416 6.706 -0.223
O -10.534 -5.321 5.910 -0.487
H -12.594 -3.781 5.118 0.254
H -12.533 -2.657 6.489 0.323
H -11.188 -2.746 5.340 0.301
H -12.039 -5.011 7.220 0.273
H -10.634 -3.965 7.466 0.244
H -9.851 -4.811 5.457 0.181
C 3.721 -8.525 1.078 -1.160
C 3.680 -7.069 0.650 -0.106
O 3.806 -6.184 1.759 -0.473
H 2.927 -8.730 1.796 0.304
H 3.599 -9.189 0.221 0.338
H 4.673 -8.758 1.562 0.329
H 2.724 -6.837 0.184 0.275
H 4.472 -6.861 -0.078 0.251
H 4.651 -6.358 2.183 0.275
C 3.748 4.386 -3.309 -1.153
C 3.110 5.640 -3.880 0.066
O 1.873 5.352 -4.530 -0.431
H 3.917 3.653 -4.099 0.302
H 4.700 4.615 -2.829 0.355
H 3.091 3.925 -2.568 0.323
H 3.760 6.089 -4.630 0.218
H 2.949 6.375 -3.086 0.080
H 1.275 4.969 -3.876 0.250
C 3.039 9.531 -1.009 -0.764
C 3.650 8.359 -0.268 -0.342
O 4.503 7.604 -1.124 -0.465
H 2.475 9.176 -1.873 0.185
H 2.370 10.109 -0.368 0.372
H 3.827 10.190 -1.376 0.129
H 2.881 7.674 0.086 0.305
H 4.218 8.710 0.601 0.302
H 5.192 8.196 -1.444 0.270
C 5.981 4.203 3.346 -0.980
C 6.656 3.047 4.060 -0.240
O 7.499 2.300 3.187 -0.491
H 5.393 3.837 2.504 0.260
H 5.321 4.750 4.021 0.323
H 6.724 4.901 2.952 0.310
H 5.912 2.346 4.437 0.261
H 7.240 3.412 4.912 0.308
H 8.175 2.893 2.847 0.276
C 3.966 -1.486 -2.937 -1.234
C 3.775 -2.565 -1.886 0.015
O 4.549 -2.315 -0.720 -0.404
H 5.018 -1.409 -3.216 0.274
H 3.380 -1.700 -3.833 0.402
H 3.655 -0.513 -2.549 0.315
H 4.098 -3.532 -2.271 0.312
H 2.717 -2.646 -1.612 0.094
H 4.267 -1.467 -0.347 0.276
C 5.761 10.081 -5.406 -1.059
C 4.962 10.813 -4.345 -0.176
O 5.554 10.691 -3.052 -0.477
H 5.851 9.025 -5.151 0.266
H 5.284 10.165 -6.383 0.324
H 6.772 10.491 -5.481 0.345
H 3.963 10.391 -4.261 0.263
H 4.863 11.873 -4.602 0.278
H 6.438 11.068 -3.092 0.261
```



The following is a DFT calculation (the ωB97M-V functional and the def2-TZVPD basis) of 6 unconnected molecules or ions with the total composition C36H83N2O10.

Calculated values
Net charge: +1
Spin multiplicity: 1
Frontier orbital gap, eV: 8.797
LUMO level, eV: -2.1
HOMO level, hartree: -0.400

```
131
Properties=species:S:1:pos:R:3:mulliken_charge:R:1
C 0.570 -1.841 -0.448 -0.790
N 1.035 -0.475 -0.136 0.160
C -0.018 0.477 0.003 -1.334
N -0.310 1.248 -1.266 1.708
C 0.296 2.629 -1.204 -0.509
C -0.775 3.370 -0.342 -1.002
C -2.127 2.561 -0.494 -0.655
C -1.734 1.530 -1.558 -0.354
C -2.549 0.256 -1.764 -0.139
C -2.747 -0.118 -3.256 -1.751
C -1.557 0.141 -4.189 1.365
C -2.130 0.301 -5.642 -1.598
C -0.529 -0.996 -4.254 0.147
C 0.645 -0.644 -5.162 -1.200
C 1.863 -0.324 -4.314 0.100
C 2.723 0.590 -4.668 0.507
C 2.937 0.955 -6.105 -1.643
C 3.524 1.348 -3.639 -0.944
H 1.050 -2.513 0.262 0.264
H -0.502 -1.981 -0.373 0.321
H 0.939 -2.152 -1.421 0.165
H 1.747 -0.162 -0.787 -0.040
H 0.270 1.197 0.763 0.427
H -0.898 -0.029 0.373 0.495
H 0.048 0.781 -2.109 -0.627
H 0.245 3.081 -2.185 0.377
H 1.271 2.501 -0.757 0.400
H -0.987 4.361 -0.705 0.406
H -0.414 3.346 0.680 0.410
H -2.576 2.195 0.422 -0.032
H -2.850 3.225 -0.951 0.580
H -1.843 2.084 -2.483 0.672
H -2.178 -0.600 -1.206 0.271
H -3.537 0.449 -1.354 0.003
H -3.638 0.379 -3.617 0.571
H -2.970 -1.181 -3.318 0.119
H -1.022 1.075 -3.989 0.087
H -3.213 0.228 -5.650 0.505
H -1.765 -0.491 -6.283 0.278
H -1.839 1.265 -6.038 0.338
H -0.151 -1.289 -3.268 -0.572
H -1.013 -1.879 -4.664 0.528
H 0.442 0.218 -5.781 0.328
H 0.880 -1.490 -5.809 0.349
H 2.049 -0.898 -3.412 0.506
H 2.059 1.453 -6.521 0.297
H 3.104 0.072 -6.707 0.329
H 3.763 1.644 -6.222 0.450
H 4.131 0.666 -3.047 0.152
H 2.865 1.910 -2.985 0.090
H 4.171 2.047 -4.152 0.453
C -1.120 -7.809 -3.135 -0.679
O -0.776 -6.893 -2.106 -0.368
C 0.229 -5.971 -2.491 -0.773
C -0.362 -4.618 -2.825 0.127
O -1.166 -4.683 -3.995 -0.409
C -2.555 -4.717 -3.714 -0.695
H -2.028 -8.326 -2.829 0.250
H -1.307 -7.301 -4.084 0.281
H -0.324 -8.548 -3.265 0.317
H 0.811 -6.355 -3.334 0.358
H 0.906 -5.858 -1.637 0.377
H 0.450 -3.910 -3.032 0.129
H -0.943 -4.220 -1.986 0.253
H -2.900 -3.729 -3.382 0.167
H -2.795 -5.461 -2.952 0.429
H -3.075 -4.976 -4.634 0.265
C -4.697 3.504 2.282 -0.437
O -5.549 2.908 1.317 -0.401
C -5.560 1.490 1.383 -0.080
C -6.794 0.969 2.090 -0.798
O -6.789 1.319 3.462 -0.375
C -7.639 2.415 3.764 -0.703
H -4.906 4.572 2.307 0.233
H -4.861 3.095 3.281 0.356
H -3.648 3.360 1.996 0.057
H -4.654 1.117 1.875 0.303
H -5.564 1.120 0.351 0.218
H -6.793 -0.125 2.036 0.388
H -7.700 1.331 1.596 0.374
H -8.688 2.104 3.723 0.330
H -7.480 3.252 3.080 0.300
H -7.412 2.742 4.777 0.247
C -2.746 6.348 7.889 -0.689
O -1.515 6.371 7.182 -0.372
C -1.300 5.210 6.398 -0.613
C -1.584 5.469 4.934 -0.364
O -2.964 5.718 4.702 -0.241
C -3.253 7.097 4.533 -0.861
H -2.921 7.347 8.283 0.247
H -3.581 6.074 7.240 0.280
H -2.688 5.646 8.727 0.323
H -1.902 4.374 6.765 0.337
H -0.244 4.939 6.508 0.375
H -1.319 4.573 4.361 0.257
H -0.974 6.299 4.565 0.368
H -2.901 7.442 3.556 0.305
H -2.801 7.704 5.320 0.417
H -4.335 7.217 4.577 0.234
C 4.009 -5.723 4.581 -0.677
O 4.302 -4.359 4.319 -0.413
C 4.624 -4.107 2.961 -0.564
C 3.456 -3.492 2.220 -0.151
O 2.373 -4.406 2.091 -0.371
C 1.335 -4.148 3.021 -0.752
H 3.573 -5.783 5.577 0.243
H 3.296 -6.130 3.861 0.274
H 4.927 -6.318 4.563 0.337
H 4.956 -5.023 2.463 0.389
H 5.457 -3.397 2.954 0.149
H 3.782 -3.236 1.205 0.244
H 3.132 -2.570 2.712 0.381
H 0.779 -3.250 2.726 0.282
H 1.721 -4.021 4.035 0.353
H 0.653 -4.997 3.013 0.258
C 6.999 -1.486 1.376 -0.648
O 7.392 -0.124 1.382 -0.409
C 7.864 0.328 0.120 -0.561
C 6.814 1.143 -0.603 -0.565
O 5.697 0.341 -0.979 -0.379
C 4.594 0.513 -0.113 -0.765
H 6.463 -1.681 2.304 0.242
H 6.340 -1.715 0.534 0.244
H 7.879 -2.136 1.338 0.385
H 8.192 -0.513 -0.497 0.334
H 8.732 0.966 0.310 0.396
H 7.249 1.540 -1.525 0.375
H 6.494 1.989 0.011 0.356
H 4.121 1.487 -0.295 0.394
H 4.886 0.439 0.936 0.571
H 3.869 -0.275 -0.329 0.033
```



The following is a DFT calculation (the ωB97M-V functional and the def2-TZVPD basis) of 6 unconnected molecules or ions with the total composition C36H84BF3N12O13PS2.

Calculated values
Net charge: +1
Spin multiplicity: 1
Frontier orbital gap, eV: 6.246
LUMO level, eV: -4.2
HOMO level, hartree: -0.385

```
152
Properties=species:S:1:pos:R:3:mulliken_charge:R:1
C -0.542 2.971 -3.817 -0.658
C -1.097 1.992 -3.120 0.040
N -1.704 0.966 -2.295 0.621
C -2.981 1.283 -1.664 -0.430
N -4.042 1.737 -2.398 0.355
S -4.085 1.958 -4.114 -0.237
B -5.410 2.062 -1.760 0.746
C -5.689 3.316 -0.769 -0.704
O -6.463 1.089 -2.094 -0.612
N -3.396 1.050 -0.274 0.054
C -2.312 0.932 0.760 -0.973
C -2.639 -0.477 1.524 -0.287
C -4.065 -0.472 2.350 0.036
O -4.118 -0.911 3.561 -0.549
O -5.309 -0.035 1.788 -0.398
C -2.724 2.090 1.782 -1.126
C -2.216 2.092 3.285 0.421
O -1.965 1.134 4.065 -0.484
F -2.054 3.403 3.935 -0.267
C -0.797 0.990 0.110 1.981
C 0.200 0.352 1.210 -0.540
C 1.722 0.779 1.309 -0.612
C 2.143 1.536 2.714 -0.018
F 3.459 1.007 3.163 -0.390
P -0.244 2.835 0.027 0.411
N -1.367 3.802 -0.647 -0.786
O 1.154 3.209 -0.841 -0.502
O 0.002 3.510 1.603 -0.396
C -0.731 0.241 -1.358 0.824
C 0.698 0.172 -2.065 -1.988
C 1.850 -0.837 -1.677 -0.090
N 3.172 -0.072 -1.480 -0.575
N 2.211 -1.727 -2.882 -0.592
N 1.787 -1.769 -0.554 -0.103
S -1.328 -1.513 -1.451 1.594
O -0.772 -2.269 -2.672 -0.640
O -2.838 -1.714 -1.675 -0.653
F -0.970 -2.549 -0.176 -0.303
H -0.066 3.606 -4.666 0.369
H -4.242 0.700 -4.719 0.235
H -6.738 3.744 -1.058 0.333
H -4.884 4.136 -0.790 0.251
H -5.846 2.861 0.297 0.151
H -6.903 1.416 -2.921 0.263
H -3.888 0.120 -0.313 0.466
H -1.902 -0.776 2.345 0.398
H -2.844 -1.367 0.830 0.565
H -5.883 0.415 2.455 0.373
H -2.581 3.193 1.415 0.274
H -3.899 2.111 1.850 0.466
H -0.242 0.607 2.265 -0.021
H 0.155 -0.816 1.211 0.402
H 2.212 1.338 0.447 0.248
H 2.351 -0.205 1.409 0.076
H 2.277 2.665 2.555 0.174
H 1.373 1.259 3.531 0.174
H -0.958 4.288 -1.460 0.314
H 1.917 3.497 -0.271 0.379
H 0.065 4.494 1.523 0.313
H 0.474 -0.113 -3.185 0.629
H 1.259 1.186 -2.216 0.033
H 3.949 -0.738 -1.339 0.345
H 3.303 0.399 -2.397 0.362
H 3.119 -2.190 -2.718 0.196
H 2.345 -1.096 -3.702 0.328
H 1.475 -2.697 -0.922 0.265
H 2.682 -1.948 -0.068 0.348
C 3.308 -5.203 -1.232 -1.241
C 4.726 -4.744 -1.557 0.275
C 5.748 -5.898 -1.619 -0.450
O 6.162 -6.382 -0.342 -0.433
C 5.278 -7.323 0.244 -0.659
N 5.129 -3.716 -0.586 -0.565
H 3.181 -5.465 -0.179 0.351
H 2.593 -4.404 -1.449 0.023
H 3.028 -6.071 -1.836 0.373
H 4.695 -4.282 -2.551 0.422
H 6.657 -5.517 -2.095 0.370
H 5.391 -6.720 -2.249 0.197
H 4.807 -7.969 -0.502 0.269
H 4.520 -6.808 0.837 0.242
H 5.857 -7.951 0.926 0.272
H 6.039 -3.347 -0.860 0.295
H 5.320 -4.192 0.298 0.268
C -10.030 -1.295 -4.631 -1.492
C -9.305 -1.280 -3.288 0.431
C -10.000 -2.131 -2.204 -0.711
O -11.151 -1.518 -1.627 -0.393
C -12.342 -1.678 -2.381 -0.643
N -9.134 0.113 -2.853 -0.578
H -10.934 -0.681 -4.628 0.287
H -9.380 -0.899 -5.417 0.359
H -10.310 -2.314 -4.914 0.364
H -8.311 -1.711 -3.455 0.348
H -9.294 -2.263 -1.377 0.304
H -10.238 -3.136 -2.572 0.465
H -12.386 -2.648 -2.884 0.297
H -12.442 -0.867 -3.103 0.226
H -13.188 -1.609 -1.692 0.259
H -8.571 0.122 -2.003 0.264
H -10.048 0.446 -2.539 0.273
C -1.394 6.069 7.696 -1.217
C -1.505 7.589 7.609 0.319
C -2.838 8.074 7.000 -0.708
O -2.912 7.954 5.580 -0.413
C -3.281 6.665 5.120 -0.567
N -0.350 8.109 6.864 -0.678
H -1.203 5.605 6.726 0.135
H -0.566 5.786 8.352 0.355
H -2.308 5.633 8.109 0.347
H -1.454 7.974 8.633 0.385
H -2.931 9.146 7.208 0.339
H -3.699 7.591 7.477 0.395
H -3.996 6.175 5.787 0.314
H -2.393 6.045 4.989 0.157
H -3.749 6.779 4.138 0.294
H -0.380 9.128 6.886 0.269
H -0.500 7.886 5.878 0.299
C 7.612 -8.804 -4.995 -1.473
C 6.088 -8.871 -4.937 0.374
C 5.455 -9.550 -6.170 -0.766
O 5.409 -8.725 -7.333 -0.383
C 6.612 -8.700 -8.084 -0.640
N 5.559 -7.515 -4.736 -0.521
H 7.974 -8.042 -5.688 0.306
H 8.018 -8.555 -4.009 0.330
H 8.035 -9.768 -5.293 0.363
H 5.825 -9.474 -4.061 0.342
H 4.410 -9.775 -5.930 0.336
H 5.936 -10.510 -6.393 0.455
H 7.129 -9.664 -8.070 0.297
H 7.268 -7.909 -7.717 0.222
H 6.358 -8.461 -9.120 0.261
H 4.549 -7.575 -4.608 0.256
H 5.658 -7.016 -5.622 0.264
C 7.008 4.884 5.294 -1.428
C 5.485 4.822 5.359 0.268
C 4.845 4.140 4.130 -0.496
O 4.796 4.964 2.965 -0.341
C 5.997 4.984 2.210 -0.734
N 4.960 6.179 5.558 -0.715
H 7.369 5.643 4.596 0.279
H 7.419 5.135 6.276 0.363
H 7.428 3.919 4.996 0.338
H 5.225 4.222 6.238 0.427
H 3.801 3.918 4.375 0.232
H 5.322 3.178 3.907 0.418
H 6.511 4.018 2.224 0.344
H 6.656 5.773 2.574 0.221
H 5.740 5.222 1.174 0.253
H 3.951 6.123 5.691 0.263
H 5.057 6.675 4.670 0.317
```



Question: Look up the frontier orbital gap of the second one.
Answer: 8.797 eV